[1]
# C23H29N3O5S

One molecule with the formula C23H29N3O5S (ωB97M-V/def2-TZVPD, the Open Molecules 2025 dataset).

Geometry as XYZ:
```
61
Properties=species:S:1:pos:R:3:forces:R:3
C -4.46898 -2.12379 1.02797 0.0 0.0 -0.2
C -4.77072 -1.59066 -0.36732 -0.2 0.0 0.1
C -5.62625 -0.32316 -0.34764 0.2 0.0 0.1
C -4.88553 0.92896 0.12238 -0.1 -0.1 -0.3
C -3.90444 1.47198 -0.91608 0.1 0.2 0.5
C -3.29697 2.79716 -0.45376 -0.3 -0.1 -0.5
O -2.41462 2.63794 0.64474 0.1 -0.1 0.3
C -1.12497 2.30237 0.44521 0.4 0.0 0.1
C -0.37101 2.11775 1.61216 -0.2 0.1 -0.1
C 0.97375 1.82026 1.55253 0.0 0.0 -0.1
C 1.59885 1.69477 0.31708 -0.2 0.1 0.0
N 2.98175 1.36834 0.25781 -0.5 0.3 0.1
C 3.87442 1.94486 -0.63615 0.4 0.0 0.0
O 3.59544 2.78866 -1.44235 0.0 0.1 -0.2
C 5.23875 1.33403 -0.39804 0.1 -0.1 0.1
C 5.05548 0.34181 0.74543 0.2 -0.1 0.2
N 5.56307 -0.99886 0.49981 0.1 0.0 0.2
C 5.04989 -1.72280 -0.65964 0.0 0.0 0.0
C 3.54811 -1.86727 -0.66485 0.0 -0.1 -0.2
C 2.76655 -1.12378 -1.54131 0.1 -0.3 0.1
C 1.38646 -1.13945 -1.43095 -0.1 0.0 -0.1
C 0.80038 -1.88900 -0.43486 -0.6 0.1 -0.2
S -0.96587 -1.78561 -0.19845 0.0 0.2 0.5
N -1.15461 -1.06384 1.28408 -0.2 -0.4 -0.8
O -1.50572 -0.88128 -1.17191 0.4 0.1 0.0
O -1.50066 -3.10804 -0.09325 0.2 -0.1 0.2
C 1.55356 -2.68292 0.40732 0.2 -0.2 0.1
C 2.92964 -2.67814 0.28367 -0.2 0.0 -0.2
C 3.55621 0.41052 1.06547 0.2 -0.2 0.2
O 2.97665 -0.25177 1.88960 0.1 0.1 0.1
C 0.86325 1.87591 -0.84520 0.2 0.0 0.2
C -0.48689 2.16593 -0.78645 -0.3 0.1 0.0
H -5.38950 -2.37901 1.55135 -0.1 0.0 0.1
H -3.92486 -1.38800 1.61416 0.0 0.0 0.1
H -3.84607 -3.01076 0.95281 0.0 -0.1 0.1
H -5.30560 -2.36147 -0.92736 0.1 0.0 -0.1
H -3.83109 -1.40168 -0.88418 0.0 0.0 -0.1
H -6.01706 -0.13814 -1.35166 -0.1 0.0 0.0
H -6.48284 -0.49193 0.31083 -0.1 0.0 -0.1
H -4.34515 0.71803 1.04523 0.0 0.1 0.1
H -5.62379 1.70652 0.34153 0.0 0.0 0.1
H -3.10797 0.74795 -1.09406 0.0 0.0 -0.1
H -4.42838 1.64741 -1.85824 0.0 0.0 -0.1
H -4.08515 3.45395 -0.07096 0.1 0.0 -0.1
H -2.79472 3.31329 -1.27901 0.0 0.0 0.1
H -0.86721 2.23628 2.56275 -0.1 0.0 0.1
H 1.53697 1.68609 2.46197 0.0 0.0 0.1
H 5.94743 2.12726 -0.15993 -0.1 0.0 0.0
H 5.59139 0.85809 -1.31155 0.0 0.0 0.0
H 5.58183 0.68917 1.64424 -0.2 0.0 -0.1
H 5.39610 -1.54921 1.33660 0.1 0.0 0.0
H 5.38248 -1.21352 -1.56703 0.0 -0.1 0.0
H 5.52653 -2.70606 -0.63671 0.0 0.1 -0.1
H 3.23857 -0.52101 -2.30449 0.1 0.1 -0.1
H 0.74942 -0.57414 -2.09074 0.0 0.1 -0.1
H -0.81669 -1.62281 2.04821 0.1 -0.2 0.2
H -0.83096 -0.10873 1.32206 0.2 0.2 -0.1
H 1.05822 -3.29285 1.14606 0.0 -0.1 0.1
H 3.53290 -3.28251 0.94510 0.1 -0.1 0.1
H 1.34997 1.81087 -1.80414 0.0 0.0 -0.1
H -1.02972 2.27606 -1.70991 -0.1 0.0 -0.1
```
Forces are in eV/Å.

## Properties
Total charge = 0
Calculated total energy = -1832.53080 Eh
E_HOMO = -8.6 eV
SMILES string = CCCCCCOc1ccc(N2C(=O)C[C@H](NCc3ccc(S(N)(=O)=O)cc3)C2=O)cc1

---

[2]
# C23H29N3O5S

One molecule with the formula C23H29N3O5S (ωB97M-V/def2-TZVPD, the Open Molecules 2025 dataset).

Geometry as XYZ:
```
61
Properties=species:S:1:pos:R:3:forces:R:3
C -2.22760 0.86586 4.01870 0.0 0.0 0.0
C -1.08261 0.00669 3.57862 0.0 0.0 -0.1
C -0.79628 -1.17805 4.25250 0.1 -0.1 -0.1
C 0.24949 -1.98405 3.84571 0.0 0.0 0.2
C 1.00531 -1.60680 2.75324 0.6 -0.2 -0.2
S 2.32119 -2.68315 2.20687 0.2 -0.3 0.2
O 3.06527 -2.02824 1.16500 -0.3 0.1 -0.1
O 3.02116 -3.16979 3.35590 -0.4 0.0 0.1
N 1.59802 -4.02067 1.49097 0.5 0.6 0.4
C 1.13030 -3.79754 0.14760 -0.1 0.1 -0.2
C -0.21221 -3.06653 0.14829 -0.1 -0.1 0.2
O -0.87538 -3.03173 1.17429 0.0 -0.3 0.0
N -0.63663 -2.50202 -0.99903 -0.3 0.2 -0.2
C -1.98826 -1.97178 -1.04389 -0.2 -0.1 0.0
C -2.06082 -0.55797 -1.62004 0.0 -0.4 0.5
O -2.51033 -0.34113 -2.72653 -0.2 0.0 -0.4
N -1.61885 0.40722 -0.79476 0.1 0.3 0.2
C -1.64927 1.79710 -1.18638 0.3 0.2 -0.1
C -0.35221 2.53067 -0.83796 -0.2 -0.2 -0.5
C -0.17006 3.81773 -1.65462 0.0 -0.1 0.3
C 0.48123 4.76276 -0.64840 -0.1 -0.2 0.1
C -0.19702 4.31979 0.64459 0.0 0.4 0.1
O -0.34697 2.91560 0.53614 0.0 -0.2 0.1
C 0.07867 -2.49874 -2.26274 0.2 0.0 -0.1
C 0.75942 -1.17937 -2.55775 0.1 0.0 -0.2
C 0.41693 -0.46494 -3.69910 0.0 -0.1 0.0
C 1.05724 0.72263 -4.00701 0.0 0.1 -0.1
C 2.05248 1.21035 -3.17796 0.0 0.0 0.0
C 2.39246 0.50989 -2.03235 0.1 -0.1 0.1
C 1.75080 -0.67732 -1.72179 0.0 0.0 -0.1
C 0.74846 -0.43399 2.07673 0.1 0.0 -0.1
C -0.29452 0.37633 2.49503 0.0 -0.1 0.1
H -2.14841 1.09240 5.08053 0.0 0.1 0.1
H -2.24854 1.79803 3.46037 -0.1 0.1 0.0
H -3.17053 0.34294 3.86132 -0.1 0.0 0.0
H -1.40015 -1.46690 5.10018 0.0 0.0 0.1
H 0.49477 -2.89748 4.36419 0.0 -0.1 0.1
H 0.87867 -4.39313 2.09614 -0.1 -0.1 0.2
H 1.91837 -3.23151 -0.34575 -0.2 -0.2 -0.3
H 1.00891 -4.76579 -0.35197 0.1 0.1 0.0
H -2.60775 -2.61447 -1.68122 0.1 0.2 0.1
H -2.37803 -1.98975 -0.02316 0.0 0.0 -0.2
H -1.26603 0.18222 0.12402 -0.1 -0.2 0.0
H -2.48667 2.30635 -0.69403 0.1 0.1 -0.1
H -1.81098 1.80817 -2.26716 0.0 0.0 0.1
H 0.49330 1.84758 -0.99370 -0.2 0.1 0.0
H -1.14397 4.20435 -1.95847 -0.1 0.0 -0.1
H 0.43440 3.64627 -2.54104 0.0 0.0 -0.1
H 1.55382 4.57684 -0.59078 0.1 0.0 0.0
H 0.30965 5.81281 -0.87077 0.0 0.1 0.0
H 0.38863 4.52523 1.54247 -0.1 0.0 0.0
H -1.18422 4.79400 0.74565 0.1 0.0 0.0
H 0.81711 -3.30243 -2.26793 -0.1 0.0 0.0
H -0.65064 -2.70243 -3.05335 0.1 -0.1 0.1
H -0.36080 -0.83563 -4.34949 -0.1 0.0 0.0
H 0.78068 1.26325 -4.89993 0.0 0.1 -0.1
H 2.56436 2.12951 -3.42356 0.0 0.1 0.0
H 3.16890 0.87765 -1.37801 0.1 0.0 0.1
H 2.04634 -1.20684 -0.82885 0.0 -0.1 0.1
H 1.37163 -0.15999 1.23986 0.1 0.1 -0.1
H -0.48223 1.30989 1.98456 0.0 0.1 0.0
```
Forces are in eV/Å.

## Properties
Total charge = 0
Calculated total energy = -1832.52610 Eh
E_HOMO = -9.2 eV
SMILES string = Cc1ccc(S(=O)(=O)NCC(=O)N(CC(=O)NC[C@H]2CCCO2)Cc2ccccc2)cc1

---

The evaluated energy relative to the best compared isomer or geometry (same formula, charge and spin) for the records listed, in turn: 0.626 0.754 eV.